Below is a structure of composition C29H93FN2O21Si2 in a non-equilibrium geometry, with properties calculated with ωB97M-V/def2-TZVPD.

```
148
Properties=species:S:1:pos:R:3:forces:R:3
C -2.074694 0.488778 -0.512590 0.3158 0.3818 -1.2099
C -1.148654 0.684806 -1.747934 0.1660 0.0755 0.1998
C 0.015536 -0.345950 -1.817245 -1.3804 0.3958 0.2764
C -0.530579 -1.787869 -1.586038 0.8021 0.0583 -0.1427
Si 0.509436 -3.146606 -2.431324 -0.8893 0.5537 1.5388
C 1.175538 -4.206792 -0.997718 -0.2531 0.4433 -0.3177
C 1.745196 -3.367138 0.190536 0.3505 -1.2419 0.3414
C 3.198604 -3.814528 0.590660 -0.3266 1.1870 0.0432
C 4.218818 -2.675627 0.305386 0.3498 -0.6753 -0.4407
N 4.536588 -1.885228 1.505336 -0.3081 0.1926 -0.7070
C 3.593656 -0.832629 1.767483 0.4748 0.1418 -0.8542
C 3.163558 0.198911 0.728436 -0.1266 -0.2543 -0.2375
O 3.113307 -0.770631 2.854017 -0.5828 0.2354 1.7004
C -0.688882 -4.220037 -3.454511 0.3794 -0.4331 0.1413
O -0.381691 -4.427377 -4.832639 -0.1862 0.2606 0.1241
C -0.388558 -3.254784 -5.623715 -0.7359 0.5329 -1.0289
C -1.559514 -2.261470 -5.382938 0.8371 0.1912 -0.4152
O 1.748956 -2.374394 -3.318861 0.1780 -1.9288 0.2501
Si 3.010872 -3.319797 -3.791475 -0.0680 1.3023 -0.4210
F 4.289256 -3.007871 -2.855542 -0.6879 -0.4912 -0.2588
O 2.663032 -4.988342 -3.859337 0.3846 1.2423 0.3231
N 3.841601 -5.684161 -3.471389 0.1073 -0.9225 -0.4653
O 3.944032 -6.671041 -4.081953 0.0224 0.1695 0.4263
H -1.456757 0.217814 0.352806 -0.4324 -0.0220 -0.0040
H -2.607221 1.433507 -0.338457 0.1228 -0.3115 0.2195
H -2.813148 -0.277569 -0.778528 0.1898 0.0032 0.5875
H -1.738949 0.624863 -2.675708 0.0630 0.0057 0.2819
H -0.745870 1.711420 -1.717954 0.0166 -0.3252 -0.0785
H 0.511297 -0.216294 -2.788047 0.1326 -0.1606 0.3367
H 0.699445 -0.099499 -0.990999 0.1558 -0.1494 -0.4435
H -1.588582 -1.898312 -1.872528 0.3262 0.1784 -0.1640
H -0.507045 -1.964080 -0.498118 -0.1067 -0.1649 -0.3407
H 1.854030 -4.999093 -1.349295 -0.0531 0.2607 0.2354
H 0.282419 -4.743826 -0.630878 0.1988 0.1228 -0.2704
H 1.074852 -3.558486 1.051966 0.3126 0.4239 -0.5061
H 1.746277 -2.288330 -0.023744 -0.0726 -0.2281 0.0670
H 3.217541 -4.003778 1.673581 0.1900 -0.1901 -0.3500
H 3.496849 -4.714472 0.038604 -0.1262 0.1522 0.2219
H 3.813520 -2.073204 -0.525002 0.2278 -0.0178 0.2555
H 5.158709 -3.100767 -0.076629 -0.2176 0.1199 0.2315
H 5.491281 -1.540649 1.487060 -0.1629 0.0657 0.0169
H 2.076970 0.320765 0.832688 0.2556 -0.1258 -0.1731
H 3.432975 -0.059360 -0.301396 -0.1426 0.0427 0.2443
H 3.593389 1.187823 0.928063 0.1563 -0.4065 0.1902
H -1.725259 -3.875318 -3.274074 0.3222 0.0818 -0.3160
H -0.659969 -5.220915 -2.989909 0.1517 0.2584 -0.2300
H 0.551597 -2.673777 -5.596841 -0.1062 -0.3804 0.3782
H -0.474715 -3.594066 -6.669189 0.0924 -0.2230 0.4046
H -1.187533 -1.424240 -4.773906 -0.5028 -0.2884 0.2146
H -1.811923 -1.828248 -6.362296 -0.0228 -0.0862 0.3147
H -2.471999 -2.721571 -4.997683 0.2508 0.1153 0.0280
H 3.394875 -2.883226 -5.137175 0.0386 -0.1840 0.0618
C 6.236173 1.940083 -0.830993 -0.1855 0.2356 -0.1829
O 4.981474 2.457460 -0.389005 0.0553 0.0975 -0.0029
H 6.595869 1.226765 -0.091890 -0.0735 0.0207 0.0286
H 6.115261 1.432587 -1.791334 0.1512 -0.0719 0.0175
H 6.957785 2.753121 -0.929715 0.1469 -0.1406 -0.0551
H 4.679709 3.085033 -1.053707 -0.0101 -0.0455 0.0939
C -1.672319 -7.554868 -1.656970 0.1458 -0.1892 0.2277
O -0.785022 -7.050735 -0.660948 -0.0518 0.0084 0.0347
H -2.114397 -6.711594 -2.181512 0.0286 0.0247 0.0638
H -1.124757 -8.174750 -2.371139 -0.1221 0.0072 -0.0996
H -2.466765 -8.143678 -1.191894 -0.0815 -0.0045 -0.1409
H -0.404123 -7.810028 -0.207786 0.0365 0.1150 -0.0308
C -4.241821 3.169848 1.585532 0.3465 0.0924 0.0786
O -3.161087 3.736491 0.844635 -0.1991 -0.0480 -0.1246
H -5.070108 2.988827 0.904012 0.0068 0.0330 0.0168
H -3.930337 2.222779 2.034965 -0.1539 -0.0269 0.0602
H -4.560920 3.862405 2.366744 -0.1962 -0.1628 0.0568
H -2.437016 3.890189 1.465202 0.1098 0.2092 -0.2231
C -4.555016 5.446041 4.977639 -0.0440 -0.3400 0.1379
O -5.390064 4.304458 4.846756 0.0093 0.0888 -0.0157
H -4.855206 6.178562 4.230391 -0.0421 -0.0464 -0.0073
H -4.665075 5.884315 5.973590 0.1077 0.1459 -0.0443
H -3.508725 5.171452 4.811149 0.0588 0.1710 0.0058
H -5.110420 3.667712 5.514359 -0.0709 -0.1190 0.0267
C 8.609729 5.921495 -0.367394 0.2458 -0.0998 -0.0012
O 8.678170 4.535059 -0.697319 -0.0554 -0.0373 0.0039
H 7.565600 6.187108 -0.219951 -0.0030 -0.0883 -0.0245
H 9.163918 6.116957 0.553208 -0.0613 0.1244 0.0065
H 9.022075 6.522108 -1.180816 -0.0566 0.1092 0.0574
H 9.607493 4.314604 -0.824631 -0.1015 -0.0664 0.0057
C -6.192268 6.368658 -0.288299 0.2904 -0.2464 -0.0519
O -6.098081 4.979240 -0.584983 -0.0328 -0.0400 -0.1592
H -7.233026 6.610334 -0.089629 0.0112 -0.0724 0.0103
H -5.594845 6.603238 0.595637 -0.0803 0.1912 0.0025
H -5.841510 6.959553 -1.139352 -0.0468 0.1626 0.0842
H -5.168634 4.787478 -0.754397 -0.0419 0.0185 0.1746
C -3.393672 4.329527 -3.412340 -0.1692 -0.1267 0.3124
O -3.576471 2.998437 -2.949313 -0.0062 0.0168 -0.0780
H -2.834496 4.294272 -4.344851 -0.0058 -0.0702 0.0208
H -4.362453 4.804539 -3.592482 0.0720 0.1394 -0.0756
H -2.829833 4.911240 -2.677057 0.0229 0.1267 -0.0995
H -4.070646 3.046463 -2.123962 0.1079 -0.1373 -0.0295
C 7.324778 2.802291 2.576496 0.1804 0.0946 -0.3275
O 8.511225 2.870304 1.794912 -0.0262 -0.0860 0.0684
H 7.566649 2.345494 3.533875 0.0575 0.0095 -0.0321
H 6.934298 3.809594 2.746355 -0.1868 -0.0857 0.1140
H 6.573263 2.192792 2.067804 -0.1633 0.0618 0.1596
H 8.280314 3.279340 0.950757 0.1522 0.0766 -0.0051
C -0.853124 -4.057827 3.290973 0.0477 -0.2801 -0.3635
O -1.005487 -4.337875 1.898267 -0.0811 0.0577 -0.0220
H -0.906656 -2.980516 3.432414 -0.0150 -0.0112 -0.0733
H -1.653371 -4.535784 3.858444 0.0663 0.0712 0.1443
H 0.112533 -4.419134 3.643006 -0.0508 0.0598 0.1678
H -0.955640 -5.293724 1.789891 -0.0340 0.0997 -0.1323
C -1.373207 -5.324815 6.805484 0.3240 0.1090 0.1063
O -0.311578 -4.732712 6.064845 -0.0101 -0.0409 0.1868
H -2.198713 -5.520103 6.124290 0.0514 0.0338 -0.0427
H -1.044643 -6.267591 7.250320 -0.1636 -0.0386 0.0456
H -1.710766 -4.645426 7.592290 -0.1409 -0.1008 0.0307
H 0.410132 -4.565953 6.680580 -0.0157 0.0229 -0.1224
C -5.792938 1.513333 8.117637 0.2344 0.0864 0.1067
O -4.705249 2.078397 7.390124 -0.0225 0.1033 -0.1010
H -6.613350 1.339265 7.425949 0.0648 0.0349 -0.0493
H -5.492994 0.563231 8.565710 -0.1406 -0.0278 0.0316
H -6.122405 2.201454 8.899768 -0.1284 -0.0908 0.0257
H -3.987215 2.226605 8.013805 -0.0153 0.0049 -0.1289
C -3.508637 -4.660399 -7.415609 -0.1500 0.2418 -0.1092
O -4.106040 -3.494809 -6.856625 -0.0492 -0.0715 -0.0389
H -3.095016 -5.255673 -6.604351 -0.0011 0.0812 0.0343
H -4.257873 -5.251027 -7.949234 0.1105 -0.1246 -0.0248
H -2.704078 -4.381425 -8.101553 0.0540 -0.1666 -0.0137
H -4.465971 -2.978692 -7.585054 -0.0069 0.0046 0.1311
C -0.930281 6.442724 2.395547 0.2016 -0.1298 -0.0695
O -0.829434 5.052379 2.100967 -0.0055 -0.0302 0.0688
H -1.972972 6.674578 2.599695 -0.0025 -0.0839 -0.0305
H -0.328866 6.686093 3.274669 -0.0619 0.1309 0.0055
H -0.591458 7.034333 1.542070 -0.0616 0.1246 0.0635
H 0.096470 4.859607 1.921771 -0.1214 -0.1055 -0.0015
C -8.654780 9.084721 2.020890 0.0318 0.1037 -0.3036
O -7.507958 9.181516 1.182185 0.0057 -0.0032 0.0217
H -8.347870 8.655636 2.971682 0.0672 -0.0028 -0.0474
H -9.080734 10.076130 2.195217 -0.1049 -0.0627 0.1162
H -9.406288 8.437647 1.561296 -0.0923 -0.0021 0.1469
H -7.796280 9.562041 0.346308 0.1040 -0.0351 0.0559
C 2.893386 -2.283644 6.252242 0.1644 0.1021 -0.3541
O 4.057184 -2.192758 5.449321 -0.0315 -0.0453 0.1456
H 3.165948 -2.740537 7.202942 0.0515 0.0109 -0.0149
H 2.481543 -1.287532 6.439147 -0.1583 -0.0760 0.1064
H 2.139126 -2.905406 5.757873 -0.1350 0.0400 0.1190
H 3.794327 -1.785947 4.612964 0.0675 -0.0046 -0.1694
C 4.497474 -3.207140 -8.249458 0.1853 -0.1575 0.2346
O 5.373483 -2.699108 -7.248726 -0.0236 0.0133 -0.0346
H 4.026930 -2.364997 -8.751436 0.0476 0.0347 0.0578
H 5.058662 -3.793423 -8.981522 -0.1381 -0.0140 -0.1024
H 3.723740 -3.831674 -7.794176 -0.0881 -0.0080 -0.1480
H 5.780788 -3.456024 -6.815259 0.0137 0.1286 0.0072
```
Positions in Å, forces in eV/Å.

Output
- LUMO (hartree) = -0.0037
- net charge = 0
- Kohn-Sham gap (eV) = 8.623
- total energy (eV) = -96026.4439